{"formula": "C26H41AsN3O9P3Pd", "method": "wB97M-V/def2-TZVPD", "charge": -2, "spin_multiplicity": 1, "de_lowest_kj_mol": 140.5, "homo_energy_ev": -1.103, "symbols": ["Pd", "O", "P", "O", "O", "O", "P", "O", "O", "O", "H", "H", "C", "C", "C", "C", "C", "C", "As", "C", "C", "C", "C", "C", "C", "C", "C", "C", "C", "C", "C", "H", "H", "H", "H", "H", "H", "H", "H", "H", "H", "H", "H", "H", "H", "H", "C", "C", "O", "H", "H", "H", "H", "H", "H", "C", "N", "C", "P", "O", "N", "C", "C", "N", "C", "C", "H", "H", "H", "H", "H", "H", "H", "H", "H", "H", "H", "H", "H", "H", "H", "H", "H", "H"], "coordinates": [[0.17, 1.31, 0.20], [-2.57, -1.66, 0.17], [-1.35, -1.00, -0.75], [-1.42, -1.65, -2.08], [-0.13, -1.13, 0.10], [-1.89, 0.52, -0.93], [-2.51, 1.53, 0.20], [-4.11, 1.34, -0.21], [-2.14, 2.92, -0.18], [-2.40, 1.04, 1.60], [-3.14, -2.07, -0.48], [-4.33, 0.50, 0.19], [-0.62, 0.48, 7.43], [-0.68, 1.53, 6.52], [-0.59, 1.28, 5.16], [-0.47, -0.01, 4.66], [-0.47, -1.05, 5.59], [-0.51, -0.81, 6.95], [-0.50, -0.45, 2.69], [0.71, 1.03, 2.23], [2.10, 0.85, 2.17], [2.98, 1.91, 2.14], [2.50, 3.22, 2.09], [1.13, 3.43, 2.06], [0.23, 2.36, 2.14], [0.86, -1.90, 2.98], [0.64, -3.08, 2.26], [1.51, -4.15, 2.34], [2.63, -4.08, 3.15], [2.85, -2.93, 3.89], [1.97, -1.86, 3.81], [-0.65, 0.68, 8.50], [-0.79, 2.54, 6.89], [-0.61, 2.11, 4.47], [-0.41, -2.07, 5.22], [-0.47, -1.64, 7.65], [2.50, -0.16, 2.17], [4.05, 1.72, 2.13], [3.19, 4.05, 2.03], [0.74, 4.44, 1.98], [-0.83, 2.58, 2.25], [-0.24, -3.12, 1.64], [1.32, -5.05, 1.76], [3.32, -4.91, 3.21], [3.71, -2.87, 4.54], [2.15, -0.98, 4.42], [4.33, -1.84, -0.13], [2.86, -1.55, -0.43], [2.67, -0.16, -0.46], [4.52, -2.91, -0.17], [4.58, -1.47, 0.87], [4.98, -1.33, -0.84], [2.24, -2.01, 0.35], [2.57, -2.00, -1.39], [1.70, 0.01, -0.39], [-0.44, -0.05, -4.85], [0.47, 1.06, -4.68], [0.81, 1.80, -5.85], [0.98, 1.55, -3.16], [0.64, 0.56, -2.15], [0.45, 3.15, -2.92], [0.68, 3.55, -1.53], [-0.97, 3.31, -3.24], [2.65, 1.74, -3.50], [3.46, 2.74, -2.84], [3.28, 0.43, -3.46], [-1.36, 0.26, -5.35], [-0.69, -0.47, -3.87], [0.03, -0.84, -5.45], [-0.08, 2.20, -6.35], [1.34, 1.16, -6.57], [1.46, 2.62, -5.55], [1.58, 3.06, -1.13], [-0.18, 3.27, -0.88], [0.81, 4.64, -1.49], [-1.18, 2.87, -4.21], [-1.18, 4.38, -3.28], [-1.62, 2.86, -2.49], [2.97, 3.70, -2.91], [4.43, 2.79, -3.36], [3.66, 2.50, -1.78], [2.65, -0.28, -3.98], [3.41, 0.10, -2.42], [4.26, 0.48, -3.95]]}


{"formula": "C22H54O2", "method": "wB97M-V/def2-TZVPD", "charge": 0, "spin_multiplicity": 1, "de_lowest_kj_mol": 116.2, "smiles": "CCCCCC.CCCCCC.CCCCCC.CCO.CCO", "homo_energy_ev": -9.702, "symbols": ["C", "C", "C", "C", "C", "C", "H", "H", "H", "H", "H", "H", "H", "H", "H", "H", "H", "H", "H", "H", "C", "C", "C", "C", "C", "C", "H", "H", "H", "H", "H", "H", "H", "H", "H", "H", "H", "H", "H", "H", "C", "C", "C", "C", "C", "C", "H", "H", "H", "H", "H", "H", "H", "H", "H", "H", "H", "H", "H", "H", "C", "C", "O", "H", "H", "H", "H", "H", "H", "C", "C", "O", "H", "H", "H", "H", "H", "H"], "coordinates": [[-1.29, -1.68, -1.43], [-0.38, -2.03, -0.18], [0.99, -2.67, -0.51], [1.76, -3.11, 0.71], [2.96, -3.97, 0.35], [4.06, -3.29, -0.52], [-2.15, -1.26, -1.28], [-1.38, -2.70, -1.79], [-0.96, -1.03, -2.10], [-0.88, -2.58, 0.51], [-0.29, -1.12, 0.65], [1.66, -2.00, -0.92], [1.10, -3.47, -1.20], [1.07, -3.72, 1.43], [2.36, -2.28, 1.28], [2.68, -4.91, -0.28], [3.60, -4.27, 1.22], [3.78, -2.93, -1.45], [4.97, -3.85, -0.73], [4.51, -2.57, 0.27], [-8.19, -0.50, -1.91], [-6.79, 0.05, -1.99], [-6.21, 0.67, -0.76], [-4.84, 1.29, -0.70], [-4.36, 1.98, 0.63], [-4.18, 1.00, 1.79], [-8.30, -0.89, -2.77], [-8.76, 0.29, -1.61], [-8.48, -1.33, -1.26], [-6.75, 0.77, -2.75], [-6.05, -0.71, -2.17], [-6.20, -0.06, 0.08], [-7.04, 1.37, -0.18], [-4.69, 2.11, -1.36], [-4.05, 0.42, -1.12], [-5.14, 2.69, 0.98], [-3.37, 2.59, 0.39], [-3.52, 0.03, 1.71], [-5.33, 0.70, 2.14], [-3.84, 1.59, 2.68], [4.41, 0.27, -2.55], [3.49, 0.73, -1.46], [2.45, 1.71, -2.04], [1.20, 1.72, -1.20], [0.15, 2.69, -1.74], [-1.02, 2.81, -0.91], [4.16, -0.31, -3.43], [5.28, -0.30, -2.10], [4.91, 1.06, -2.90], [4.15, 1.33, -0.83], [3.16, -0.22, -1.01], [2.29, 1.37, -3.10], [2.77, 2.90, -2.17], [1.47, 1.91, -0.20], [0.78, 0.71, -0.91], [-0.10, 2.34, -2.66], [0.60, 3.72, -1.87], [-0.90, 3.22, 0.05], [-1.52, 1.89, -0.53], [-1.83, 3.62, -1.25], [4.58, -1.11, 2.70], [5.20, 0.18, 2.18], [4.52, 1.29, 2.59], [3.62, -1.27, 2.53], [4.75, -1.00, 3.88], [5.20, -2.16, 2.48], [5.25, 0.12, 1.18], [6.38, 0.22, 2.46], [5.11, 2.17, 2.90], [-0.03, 1.59, 2.41], [1.07, 0.54, 2.68], [2.02, 0.87, 3.70], [0.15, 2.50, 1.79], [-0.32, 1.81, 3.48], [-0.88, 1.26, 1.93], [1.76, 0.55, 1.76], [0.66, -0.32, 2.83], [3.00, 0.97, 3.50]]}


{"formula": "C4H5NO", "method": "wB97M-V/def2-TZVPD", "charge": 0, "spin_multiplicity": 1, "de_lowest_kj_mol": 214.2, "smiles": "N#CCC=C=O.[H][H]", "homo_energy_ev": -9.681, "symbols": ["O", "C", "C", "C", "C", "N", "H", "H", "H", "H", "H"], "coordinates": [[-2.26, 1.13, 0.48], [-1.25, 0.64, 0.14], [-0.12, 0.09, -0.24], [1.22, 0.75, 0.02], [2.16, -0.18, 0.67], [2.91, -0.92, 1.15], [-2.78, -1.53, -0.88], [-0.18, -0.84, -0.79], [-2.46, -1.87, -0.30], [1.10, 1.62, 0.67], [1.67, 1.09, -0.91]]}


{"formula": "C70H64N2O3P4PbS", "method": "wB97M-V/def2-TZVPD", "charge": 0, "spin_multiplicity": 1, "homo_energy_ev": -6.630, "symbols": ["Pb", "O", "S", "C", "C", "C", "C", "C", "C", "P", "C", "C", "C", "C", "C", "C", "C", "C", "C", "C", "C", "C", "C", "C", "C", "C", "C", "C", "P", "C", "C", "C", "C", "C", "C", "C", "C", "C", "C", "C", "C", "H", "H", "H", "H", "H", "H", "H", "H", "H", "H", "H", "H", "H", "H", "H", "H", "H", "H", "H", "H", "H", "H", "H", "H", "H", "H", "H", "H", "N", "C", "C", "C", "O", "O", "H", "H", "H", "H", "H", "H", "C", "P", "C", "C", "C", "C", "C", "C", "C", "C", "C", "C", "C", "C", "P", "C", "C", "C", "C", "C", "C", "C", "C", "C", "C", "C", "C", "H", "H", "H", "H", "H", "H", "H", "H", "H", "H", "H", "H", "H", "H", "H", "H", "H", "H", "H", "H", "H", "H", "C", "C", "C", "C", "C", "C", "N", "H", "H", "H", "H", "H", "H", "H", "H"], "coordinates": [[0.48, 0.48, 0.74], [1.16, -1.29, 4.04], [0.05, -0.43, 3.53], [-0.09, 0.87, 4.76], [-1.04, 0.86, 5.78], [-1.01, 1.85, 6.75], [-0.04, 2.84, 6.70], [0.89, 2.85, 5.67], [0.88, 1.87, 4.68], [2.08, 1.92, 3.29], [3.59, 1.20, 4.02], [3.68, 0.72, 5.32], [4.83, 0.10, 5.77], [5.93, -0.04, 4.93], [5.85, 0.43, 3.63], [4.69, 1.03, 3.17], [2.46, 3.71, 3.19], [3.77, 4.19, 3.21], [4.03, 5.54, 3.03], [2.98, 6.43, 2.83], [1.68, 5.96, 2.81], [1.42, 4.61, 2.99], [-1.47, -1.37, 3.71], [-1.53, -2.20, 4.82], [-2.61, -3.04, 4.99], [-3.61, -3.06, 4.04], [-3.52, -2.27, 2.91], [-2.45, -1.40, 2.71], [-2.28, -0.51, 1.11], [-3.68, 0.65, 1.00], [-3.50, 1.75, 0.17], [-4.52, 2.67, -0.03], [-5.73, 2.51, 0.62], [-5.92, 1.43, 1.47], [-4.90, 0.50, 1.66], [-2.78, -1.78, -0.11], [-3.32, -1.35, -1.33], [-3.68, -2.27, -2.30], [-3.51, -3.63, -2.07], [-2.97, -4.06, -0.87], [-2.59, -3.14, 0.10], [-1.80, 0.10, 5.80], [-1.75, 1.85, 7.53], [-0.01, 3.62, 7.46], [1.63, 3.64, 5.63], [2.83, 0.81, 5.99], [4.88, -0.27, 6.79], [6.83, -0.52, 5.29], [6.70, 0.31, 2.96], [4.63, 1.37, 2.14], [4.60, 3.52, 3.39], [5.05, 5.90, 3.05], [3.19, 7.49, 2.69], [0.85, 6.64, 2.64], [0.39, 4.27, 2.93], [-0.70, -2.20, 5.52], [-2.65, -3.69, 5.86], [-4.46, -3.73, 4.15], [-4.27, -2.36, 2.14], [-2.54, 1.92, -0.31], [-4.35, 3.52, -0.67], [-6.52, 3.23, 0.48], [-6.86, 1.31, 2.00], [-5.06, -0.32, 2.34], [-3.48, -0.29, -1.51], [-4.11, -1.92, -3.23], [-3.80, -4.35, -2.83], [-2.82, -5.11, -0.69], [-2.12, -3.49, 1.01], [2.78, -1.06, 1.52], [2.81, -2.36, 0.84], [1.93, -3.38, 1.54], [0.43, -3.09, 1.57], [-0.31, -3.96, 2.02], [0.03, -1.94, 1.14], [3.65, -0.56, 1.38], [2.68, -1.19, 2.53], [3.83, -2.77, 0.81], [2.48, -2.24, -0.19], [2.24, -3.51, 2.58], [2.05, -4.36, 1.06], [-0.67, -0.43, -4.04], [0.35, -0.38, -2.50], [1.11, -2.03, -2.49], [2.37, -2.32, -3.02], [2.88, -3.61, -2.92], [2.13, -4.62, -2.34], [0.86, -4.34, -1.84], [0.37, -3.05, -1.90], [1.75, 0.72, -2.88], [1.70, 1.71, -3.86], [2.71, 2.65, -3.97], [3.80, 2.62, -3.10], [3.86, 1.63, -2.13], [2.85, 0.69, -2.01], [0.17, -1.10, -5.56], [-0.99, -0.48, -6.84], [-1.53, -1.31, -7.82], [-2.33, -0.79, -8.83], [-2.60, 0.57, -8.88], [-2.06, 1.41, -7.92], [-1.26, 0.89, -6.92], [-0.33, -2.86, -5.45], [0.65, -3.83, -5.68], [0.34, -5.18, -5.63], [-0.96, -5.58, -5.36], [-1.94, -4.63, -5.13], [-1.63, -3.28, -5.18], [-1.06, 0.57, -4.23], [-1.53, -1.04, -3.77], [2.96, -1.55, -3.49], [3.86, -3.83, -3.32], [2.52, -5.62, -2.27], [0.27, -5.11, -1.36], [-0.60, -2.82, -1.47], [0.86, 1.75, -4.54], [2.66, 3.41, -4.74], [4.58, 3.35, -3.19], [4.71, 1.59, -1.45], [2.91, -0.07, -1.25], [-1.34, -2.37, -7.80], [-2.74, -1.45, -9.58], [-3.23, 0.97, -9.67], [-2.25, 2.47, -7.95], [-0.83, 1.57, -6.19], [1.66, -3.51, -5.89], [1.11, -5.92, -5.81], [-1.21, -6.63, -5.32], [-2.96, -4.94, -4.92], [-2.41, -2.55, -5.01], [1.21, 3.44, -0.36], [-0.04, 3.62, 0.45], [-0.86, 4.73, 0.49], [-1.84, 4.47, 1.48], [-1.58, 3.21, 1.98], [-2.31, 2.52, 3.08], [-0.48, 2.67, 1.35], [1.58, 4.41, -0.68], [1.07, 2.83, -1.26], [2.01, 2.99, 0.23], [-0.73, 5.63, -0.09], [-2.64, 5.12, 1.79], [-3.39, 2.68, 3.00], [-2.00, 2.88, 4.07], [-2.14, 1.45, 3.06]]}


{"formula": "C4H6N2", "method": "wB97M-V/def2-TZVPD", "charge": 0, "spin_multiplicity": 1, "de_lowest_kj_mol": 303.3, "homo_energy_ev": -8.659, "symbols": ["N", "C", "C", "C", "C", "N", "H", "H", "H", "H", "H", "H"], "coordinates": [[-2.62, -1.06, -1.07], [-1.91, -0.27, -0.61], [-1.06, 0.82, -0.12], [-0.17, 0.78, 1.14], [1.27, -0.74, -0.09], [1.03, 0.34, 0.87], [-0.46, 1.16, -0.99], [-1.73, 1.64, 0.14], [0.43, -1.42, 0.05], [1.31, -0.41, -1.13], [2.18, -1.26, 0.19], [1.72, 0.43, 1.61]]}


{"formula": "C29H77O10Zn", "method": "wB97M-V/def2-TZVPD", "charge": 2, "spin_multiplicity": 2, "homo_energy_ev": [-13.814, -13.814], "symbols": ["Zn", "C", "C", "O", "H", "H", "H", "H", "H", "C", "C", "C", "O", "H", "H", "H", "H", "H", "H", "H", "H", "C", "C", "C", "O", "H", "H", "H", "H", "H", "H", "H", "H", "C", "C", "C", "O", "H", "H", "H", "H", "H", "H", "H", "H", "C", "C", "C", "O", "H", "H", "H", "H", "H", "H", "H", "H", "C", "C", "C", "O", "H", "H", "H", "H", "H", "H", "H", "H", "C", "C", "C", "O", "H", "H", "H", "H", "H", "H", "H", "H", "C", "C", "C", "O", "H", "H", "H", "H", "H", "H", "H", "H", "C", "C", "C", "O", "H", "H", "H", "H", "H", "H", "H", "H", "C", "C", "C", "O", "H", "H", "H", "H", "H", "H", "H", "H"], "coordinates": [[1.37, -6.28, 16.86], [4.76, -8.25, 17.77], [4.30, -6.79, 17.68], [3.40, -6.45, 16.66], [5.27, -8.60, 16.87], [3.93, -8.91, 18.00], [5.41, -8.31, 18.64], [5.22, -6.20, 17.65], [3.84, -6.44, 18.60], [2.58, -5.12, 21.14], [1.27, -5.22, 21.96], [0.48, -3.86, 22.07], [0.45, -6.25, 21.41], [2.92, -6.12, 20.88], [3.35, -4.58, 21.68], [2.49, -4.59, 20.20], [1.63, -5.44, 22.96], [-0.55, -4.10, 22.31], [0.59, -3.42, 21.08], [0.92, -3.21, 22.83], [0.68, -6.23, 20.48], [9.48, -7.93, 16.45], [8.88, -8.03, 17.88], [9.86, -7.89, 19.07], [7.90, -7.06, 17.97], [8.75, -8.27, 15.71], [10.48, -8.36, 16.39], [9.64, -6.90, 16.16], [8.51, -9.05, 17.99], [10.38, -8.84, 18.97], [9.28, -7.87, 19.99], [10.45, -6.99, 18.90], [7.41, -7.04, 17.15], [2.87, -10.63, 15.73], [1.72, -11.38, 15.08], [2.09, -12.60, 14.38], [0.68, -11.53, 16.03], [3.26, -10.95, 16.69], [2.60, -9.57, 15.69], [3.74, -10.77, 15.08], [1.35, -10.67, 14.34], [2.75, -12.38, 13.54], [1.22, -12.95, 13.83], [2.50, -13.45, 14.91], [0.45, -12.45, 15.88], [5.42, -13.66, 18.39], [6.14, -12.47, 18.92], [6.20, -11.34, 17.90], [5.19, -11.99, 19.92], [4.38, -13.47, 18.12], [5.31, -14.53, 19.04], [6.15, -13.96, 17.64], [7.13, -12.65, 19.35], [6.72, -11.79, 17.04], [6.87, -10.54, 18.20], [5.23, -10.91, 17.66], [5.61, -11.20, 20.28], [8.28, -3.98, 17.15], [8.04, -3.49, 18.51], [6.71, -2.94, 18.74], [8.29, -4.52, 19.43], [9.30, -4.35, 17.04], [8.19, -3.16, 16.44], [7.61, -4.75, 16.76], [8.77, -2.70, 18.66], [6.47, -3.04, 19.80], [5.96, -3.60, 18.32], [6.60, -1.89, 18.47], [8.12, -5.37, 19.03], [0.28, -11.41, 19.78], [0.77, -10.00, 19.92], [2.28, -9.95, 20.11], [0.43, -9.21, 18.76], [0.75, -12.04, 19.03], [-0.79, -11.45, 19.59], [0.54, -11.92, 20.70], [0.31, -9.65, 20.84], [2.48, -8.89, 20.31], [2.73, -10.28, 19.18], [2.69, -10.62, 20.87], [0.46, -8.27, 18.95], [6.58, -9.21, 23.12], [5.84, -8.68, 21.83], [6.07, -7.25, 21.45], [6.32, -9.44, 20.83], [7.66, -9.15, 22.97], [6.37, -10.23, 23.46], [6.45, -8.63, 24.03], [4.78, -8.90, 22.02], [7.11, -7.11, 21.16], [5.86, -6.39, 22.09], [5.53, -7.07, 20.53], [6.49, -8.86, 20.07], [4.97, -3.15, 15.31], [4.55, -4.01, 14.05], [5.70, -5.07, 13.92], [3.39, -4.75, 14.26], [4.83, -3.69, 16.25], [4.40, -2.23, 15.40], [5.96, -2.73, 15.14], [4.44, -3.35, 13.19], [6.13, -5.40, 14.87], [6.49, -4.55, 13.38], [5.65, -6.00, 13.35], [3.65, -5.24, 15.04], [6.76, -8.74, 13.84], [6.66, -9.47, 12.44], [8.02, -9.66, 11.73], [6.05, -10.75, 12.64], [7.04, -7.69, 13.82], [7.33, -9.35, 14.54], [5.75, -8.80, 14.26], [6.03, -8.79, 11.86], [8.79, -10.19, 12.30], [8.41, -8.68, 11.47], [7.82, -10.17, 10.78], [6.09, -11.15, 11.77]]}